126
Properties=species:S:1:pos:R:3:lowdin_charge:R:1 method="wB97M-V/def2-TZVPD" e_tot_ha=-2119.63961 smiles="CCN(CC)CC.CCN(CC)CC.CCN(CC)CC.CNC(C)=O.CNC(C)=O.CNC(C)=O.CNC(C)=O.CNC(C)=O" molar_mass_g_mol=669.054 e_above_lowest_kcal_mol=0.00 gap_ev=8.62
H 0.365 -1.939 0.050 0.07
H -3.389 2.369 -3.099 0.08
H 4.679 -2.625 0.243 0.08
H 0.881 3.673 -5.618 0.09
H -4.665 -0.238 0.249 0.05
O 4.827 0.723 -1.515 0.03
H 4.270 -2.434 5.856 0.06
C 0.370 -1.043 0.668 -0.09
H 4.316 -5.406 3.612 0.10
H 3.094 4.294 -1.385 0.09
H -1.356 6.470 -1.945 0.08
C -4.463 1.073 1.959 -0.56
H -3.360 -5.203 2.889 0.06
H -5.578 0.161 4.608 0.09
H 7.568 0.706 -2.112 0.09
C 1.326 0.009 -1.845 -0.25
H -2.052 -2.483 1.621 0.06
C -1.253 4.629 -6.676 -0.57
C -2.620 4.923 -7.230 0.01
N 3.950 -3.391 3.317 -0.20
H -3.309 5.096 -6.406 0.08
H -4.268 3.482 -4.157 0.09
H -0.115 -1.264 1.621 0.07
H 6.268 -5.133 5.112 0.07
C -4.215 -4.825 3.454 -0.08
H -0.737 1.761 -2.321 0.10
C 7.178 0.917 -1.116 0.01
H 2.344 -2.830 2.096 0.09
H -7.877 -2.550 0.395 0.07
H -2.935 2.521 -4.787 0.07
H -0.680 0.840 0.738 0.11
H -1.631 2.723 -0.391 0.06
N -4.508 -0.006 2.782 0.02
C 4.433 -4.469 4.150 -0.27
H -4.000 -0.650 4.693 0.07
H 3.066 2.509 -1.266 0.03
N 5.798 -0.938 -0.351 0.01
H 1.945 -3.217 3.740 0.11
C 0.492 -0.711 -2.894 -0.08
H 0.100 -0.012 -3.647 0.05
C -2.666 -2.503 0.726 -0.08
H 6.996 1.989 -1.069 0.08
H -6.620 -3.234 -0.666 0.07
H 1.753 1.915 1.290 0.06
C 4.526 -1.627 -0.164 -0.06
O 5.273 4.219 0.400 0.02
H -2.075 -2.897 -0.105 0.08
C 0.263 2.841 -5.930 -0.06
H -3.499 -2.842 3.331 0.10
O -0.621 5.483 -6.080 0.03
C -2.718 5.296 -3.041 -0.56
N -2.350 4.131 -3.621 0.01
H -3.598 -4.443 0.914 0.11
C -3.894 -3.388 0.796 -0.25
C 2.828 1.756 1.228 -0.09
H 4.487 3.336 -1.881 0.08
C 5.835 0.241 -1.020 -0.54
N 0.594 0.843 -0.909 -0.19
H 3.934 -1.054 0.550 0.06
H -0.820 6.179 -3.647 0.06
C 2.151 -4.918 2.359 -0.09
H -0.052 3.100 0.322 0.07
O -4.518 2.223 2.375 0.04
H 2.211 -5.689 3.128 0.07
H -6.810 -3.032 2.354 0.12
H 2.791 -5.223 1.530 0.08
C -6.803 -2.696 0.265 -0.08
C 4.201 -2.035 3.746 -0.27
H 6.506 -4.381 3.550 0.08
C -0.304 0.143 -0.013 -0.25
H 0.823 2.111 -6.514 0.08
H 5.271 -1.804 3.672 0.11
H -4.131 1.117 4.489 0.08
C -0.608 3.030 -0.611 -0.06
H 2.973 1.220 0.288 0.05
N 3.619 2.968 1.272 0.03
H 1.397 -0.793 0.950 0.05
H -3.488 1.051 0.051 0.07
H -3.898 -4.971 4.490 0.08
H 4.078 -1.720 -1.149 0.08
H -0.152 2.293 -5.078 0.06
H 1.114 -4.863 2.030 0.07
H -4.396 -3.402 -0.173 0.11
O -3.835 5.461 -2.582 0.04
C 0.033 2.007 -1.558 -0.26
C -4.460 -3.345 3.163 -0.27
H 6.181 -3.373 4.932 0.06
C 2.559 -3.561 2.885 -0.26
H -1.392 2.648 -7.216 0.12
C 5.916 -4.324 4.471 -0.09
N -4.870 -2.998 1.812 -0.21
H -2.982 4.074 -7.824 0.08
H 4.122 -0.719 5.518 0.07
H 6.621 -1.220 0.151 0.13
C 3.680 3.399 -1.162 -0.01
C 3.807 -1.704 5.184 -0.08
H -2.646 5.767 -7.915 0.09
C 4.257 3.562 0.218 -0.54
H 1.894 -0.750 -1.306 0.09
H -1.429 4.067 -4.021 0.10
H -4.248 -0.871 2.320 0.08
H 4.119 3.136 2.132 0.13
H -5.180 -2.936 3.873 0.11
H 1.128 -1.364 -3.498 0.08
H 3.168 1.060 1.998 0.08
H -6.374 -4.482 1.411 0.12
C -4.558 0.152 4.214 -0.08
C -6.239 -3.394 1.494 -0.25
H 3.883 -4.517 5.108 0.12
H 3.754 -1.314 3.058 0.09
H -2.129 7.315 -3.303 0.09
C -3.281 3.087 -3.919 -0.09
H -1.198 -0.214 -0.561 0.10
H -5.084 -5.452 3.258 0.07
H 2.057 0.627 -2.370 0.11
N -0.818 3.343 -6.772 0.00
H -6.401 -1.692 0.121 0.06
H -0.636 3.962 -1.171 0.06
H -2.984 -1.496 0.464 0.05
C -1.661 6.386 -2.988 0.01
H 7.862 0.607 -0.331 0.08
H 2.740 -1.853 5.369 0.07
H 0.817 2.503 -2.139 0.10
H -0.380 -1.257 -2.532 0.07
C -4.455 0.808 0.497 0.00
H -5.220 1.387 -0.013 0.09

124
Properties=species:S:1:pos:R:3:lowdin_charge:R:1 method="wB97M-V/def2-TZVPD" e_tot_ha=-1914.85155 smiles="CCN(CC)CC.CCN(CC)CC.CCN(CC)CC.CCN(CC)CC.CNC(C)=O.CNC(C)=O.CNC(C)=O" molar_mass_g_mol=624.057 e_above_lowest_kcal_mol=61.26 gap_ev=8.38
C 22.174 1.644 -1.460 -0.09
C 15.539 5.366 0.171 -0.08
H 14.760 8.928 1.586 0.05
H 11.321 -3.593 -8.236 0.10
C 14.447 6.440 0.374 -0.26
H 15.269 4.312 0.247 0.06
H 8.448 -2.675 -8.953 0.10
H 13.658 7.387 -7.275 0.08
C 11.510 5.583 -12.513 -0.01
H 21.571 7.046 -7.482 0.09
H 17.677 3.943 -6.778 0.07
C 14.306 3.013 -12.525 -0.10
H 11.887 -1.171 -8.635 0.06
H 13.375 4.345 1.623 0.11
H 9.244 -5.046 -12.204 0.07
C 22.167 -0.264 -4.019 -0.26
C 20.823 9.374 -8.788 -0.56
H 14.109 6.848 -5.689 0.08
N 13.812 6.458 1.690 -0.21
H 13.324 4.325 -11.319 0.14
C 13.829 18.278 -8.796 -0.07
H 23.974 1.505 -6.142 0.08
H 21.303 1.828 -0.831 0.07
H 14.063 14.006 -11.147 0.06
H 14.599 8.571 3.341 0.07
H 15.792 14.862 -9.659 0.10
H 14.476 17.051 -7.047 0.09
H 14.835 18.521 -9.139 0.06
C 13.258 15.456 -9.719 -0.23
H 11.949 5.401 1.561 0.11
H 22.388 0.601 -1.226 0.07
H 10.852 5.834 -13.344 0.07
H 13.421 19.110 -8.222 0.06
H 13.621 6.274 -0.318 0.11
H 12.796 16.825 -7.485 0.11
C 14.071 8.837 2.425 -0.06
H 25.461 1.823 -5.344 0.07
H 23.871 2.677 -3.792 0.12
H 22.536 8.823 -9.548 0.13
H 8.646 -5.657 -8.338 0.06
H 15.308 3.443 -12.519 0.08
H 14.080 13.428 -9.500 0.06
H 15.322 7.693 -6.757 0.07
H 10.729 -1.012 -9.937 0.07
H 14.174 2.447 -13.448 0.09
H 12.072 4.395 3.683 0.07
H 13.165 18.156 -9.652 0.06
H 9.569 -6.706 -11.769 0.06
C 9.366 -5.719 -11.355 -0.08
H 14.365 2.268 -11.731 0.08
C 13.073 7.709 1.968 -0.24
H 11.365 -4.854 -10.967 0.11
C 8.591 -4.607 -8.052 -0.09
H 12.334 7.445 2.724 0.09
H 10.848 5.266 -11.707 0.08
C 21.054 10.782 -9.377 0.00
C 24.532 1.262 -5.238 -0.10
O 12.352 4.133 -14.275 0.03
H 20.761 -1.780 -4.299 0.07
H 22.981 2.337 -1.218 0.07
H 20.492 -0.374 -5.342 0.08
O 19.761 9.133 -8.190 0.00
C 21.706 1.876 -2.900 -0.27
H 10.129 -1.368 -8.332 0.05
H 24.744 0.193 -5.258 0.06
H 21.320 6.469 -9.184 0.09
H 13.541 9.762 2.653 0.06
H 16.812 15.072 -7.602 0.07
H 8.350 -5.785 -10.968 0.05
C 13.796 16.971 -7.895 -0.23
H 21.025 11.552 -8.607 0.08
H 21.860 2.931 -3.129 0.11
C 20.740 -0.690 -4.329 -0.09
H 10.599 -5.693 -9.573 0.10
H 15.995 5.445 -0.816 0.06
H 16.835 6.097 -7.540 0.14
C 16.758 3.961 -7.365 -0.05
H 24.228 1.059 -3.112 0.11
H 22.797 -0.792 -4.735 0.11
H 17.691 16.039 -8.662 0.06
N 21.775 8.509 -8.963 -0.01
H 13.377 16.150 -10.551 0.09
H 22.452 -0.729 -3.075 0.10
O 14.087 4.715 -7.396 0.02
C 10.438 -5.023 -10.418 -0.24
H 12.247 15.663 -9.368 0.11
N 13.338 3.994 -12.273 -0.01
H 22.919 6.912 -8.609 0.09
N 10.009 -3.676 -10.008 -0.17
C 14.494 6.987 -6.699 0.00
C 13.484 13.984 -10.224 -0.08
H 13.809 4.715 3.861 0.08
H 12.640 6.010 4.044 0.06
H 21.989 10.794 -9.938 0.06
C 16.729 16.011 -8.151 -0.08
H 12.511 7.987 1.076 0.11
C 23.811 1.602 -3.960 -0.27
N 14.255 15.826 -8.662 -0.21
C 12.869 5.108 3.475 -0.10
H 20.277 11.115 -10.064 0.08
C 14.921 5.579 -7.139 -0.57
H 17.141 3.768 -8.367 0.07
H 9.358 -4.390 -7.308 0.06
C 12.417 4.495 -13.105 -0.54
H 16.592 16.923 -7.571 0.06
H 11.993 6.517 -12.225 0.08
N 22.404 1.191 -3.955 -0.20
H 20.634 1.678 -2.906 0.10
H 12.555 13.425 -10.340 0.06
C 15.625 15.852 -9.235 -0.24
H 16.102 3.154 -7.039 0.09
C 10.948 -1.566 -9.024 -0.08
H 12.057 -3.231 -9.670 0.10
H 7.863 -3.922 -9.918 0.10
H 7.619 -4.501 -7.571 0.07
N 16.218 5.340 -7.282 0.01
H 16.321 5.549 0.908 0.07
H 20.010 -0.310 -3.615 0.06
C 8.713 -3.680 -9.281 -0.24
C 11.087 -3.113 -9.187 -0.27
C 12.948 5.283 1.980 -0.26
C 21.859 7.153 -8.528 -0.06
H 14.809 7.426 0.084 0.10
H 15.722 16.650 -9.971 0.10

165
Properties=species:S:1:pos:R:3:lowdin_charge:R:1 method="wB97M-V/def2-TZVPD" e_tot_ha=-11687.74883 molar_mass_g_mol=1599.744 e_above_lowest_kcal_mol=29.71 gap_ev=10.90
C 3.609 2.034 2.289 -0.23
S 1.045 -1.052 -1.721 0.56
C -5.854 -1.513 2.567 -0.19
C 0.216 1.217 5.790 -0.25
H -6.852 5.851 -2.093 0.12
C 1.354 -2.103 -0.360 -0.14
C -3.434 4.460 1.259 -1.55
H 7.950 1.395 0.998 0.13
H -0.541 0.051 0.356 0.10
S 4.937 3.800 -1.900 0.53
C 2.871 5.160 1.593 -0.13
O -5.623 4.526 -2.750 -0.33
H 3.321 1.085 0.235 0.11
C 3.677 2.026 -3.465 -0.16
H -2.821 -2.085 -3.880 0.10
H -0.800 -6.348 -1.984 0.10
S -6.737 -3.130 -2.242 0.60
H 5.807 0.547 3.169 0.00
H 6.131 1.461 0.754 0.07
H 3.760 1.633 3.269 0.11
H 6.033 0.212 -2.586 0.07
O 2.154 -6.482 0.033 -0.32
H 2.297 -1.780 0.172 0.08
O -5.454 -2.732 -3.107 -0.24
O -7.712 -3.552 -3.157 -0.24
O 1.019 4.488 3.194 -0.30
H 0.456 2.317 0.818 0.08
H 3.162 6.163 1.915 0.09
H 3.259 1.035 -5.341 0.09
C -6.137 -4.599 -1.333 -0.10
O -4.903 1.391 1.975 -0.28
H -4.981 -1.252 -1.760 0.08
Cl 4.503 -1.734 3.725 0.61
H -0.548 -3.645 2.751 0.06
S -0.134 -0.309 3.745 0.56
H 2.762 0.153 1.570 0.04
H 0.539 -2.055 0.391 0.05
S 2.370 4.228 2.928 0.53
H 0.036 2.877 -0.811 0.11
C -2.714 4.153 -4.797 -1.50
H -5.493 -3.505 2.272 0.04
H -3.926 -0.743 -4.161 0.07
H -7.029 -4.848 -0.657 0.10
H 6.639 2.068 3.204 0.09
C -0.261 2.178 -0.009 -0.07
Cl 2.654 -3.848 2.895 0.57
O 6.972 -0.370 0.787 -0.27
H 1.960 5.186 0.957 0.09
H 5.309 -3.760 1.888 0.03
H -1.077 -5.241 2.193 0.07
C 1.322 1.737 6.753 -0.03
H 0.862 1.773 7.715 0.07
O -3.321 -3.719 2.306 -0.27
H -6.633 -2.856 1.110 0.06
Cl -3.410 5.101 -0.422 0.51
O -4.074 0.411 -0.160 -0.30
H -4.032 2.393 -2.132 0.08
H 3.396 -7.180 -2.579 0.07
O -4.985 -1.025 1.459 -0.27
H 4.946 1.583 -5.270 0.10
H 4.738 -6.206 -2.299 0.02
H -7.057 1.500 0.426 0.06
O 2.314 2.731 2.340 -0.25
H -1.246 2.320 0.321 0.04
H 6.239 5.304 -3.036 0.07
H 6.796 -3.300 1.100 0.09
C 6.439 4.602 -2.258 -0.11
H 6.807 4.983 -1.316 0.07
O 7.668 -1.884 -0.888 -0.28
H -7.267 -0.162 1.040 0.04
H 5.642 -4.651 -0.965 0.13
H -1.115 0.640 -1.197 0.12
H -2.430 0.263 3.944 0.09
C 5.735 -3.462 0.941 -0.08
O -2.024 -2.302 0.664 -0.26
H -5.175 -4.478 -0.797 0.06
H -5.203 6.526 -4.640 0.07
O 2.204 -1.015 -2.631 -0.31
O -0.564 -1.373 4.597 -0.27
Cl -4.826 5.078 2.063 0.59
C -1.944 -4.845 -0.975 -0.22
C 6.727 1.038 2.854 -0.05
C -6.716 0.474 0.408 -0.10
H -4.742 7.085 -3.030 0.09
H -1.047 -4.184 -0.987 0.12
H 1.533 -3.140 -0.728 0.08
H -6.278 7.588 -3.788 0.06
S -6.291 3.173 -2.248 0.56
Cl -1.820 4.685 1.972 0.57
C -0.868 -4.252 1.918 -0.12
O 0.756 -0.496 2.623 -0.29
O 3.377 4.354 3.964 -0.28
Cl -1.842 5.492 -4.010 0.52
C 5.434 -4.700 0.144 -0.26
H 3.683 4.614 1.074 0.06
C -1.600 0.595 3.313 -0.08
C 3.746 -6.309 -2.058 -0.10
H -0.061 -4.119 1.223 0.04
H 1.657 2.727 6.409 0.08
O -6.997 -2.102 -1.236 -0.32
C -6.318 -2.859 2.139 -0.06
S 3.572 -6.482 -0.263 0.61
Cl -3.244 4.532 -6.497 0.49
H -3.755 4.061 -4.342 0.00
S -2.317 -3.558 1.277 0.56
C 3.047 -2.628 4.190 -1.42
H 7.283 3.949 -2.563 0.10
H -6.091 -5.390 -2.058 0.05
O -0.206 -1.392 -2.321 -0.28
Cl -1.747 2.653 -4.758 0.51
H -0.675 1.799 5.717 0.11
H -7.203 -3.205 2.669 0.10
C -6.446 5.617 -3.052 -0.27
C -1.445 -6.270 -1.081 -0.05
H -3.681 3.327 1.115 0.02
H -1.361 1.655 3.434 0.07
O 8.388 0.502 -1.067 -0.29
O -2.714 -4.674 0.252 -0.27
O -7.366 2.859 -3.174 -0.28
O 4.451 -7.516 0.265 -0.28
H 4.449 2.668 2.097 0.09
C -4.962 2.050 -2.669 -0.12
O -6.561 3.330 -0.870 -0.27
H -6.723 -0.844 2.643 0.11
H 2.200 1.109 6.743 0.08
H -2.704 -4.558 -1.677 0.10
H 5.170 -2.676 0.474 0.06
H -7.174 5.259 -3.815 0.13
C -0.327 0.799 -0.440 -0.24
H 2.791 2.686 -3.246 0.14
C 3.539 0.868 1.349 -0.08
H 5.961 -5.566 0.503 0.11
O 0.971 0.373 -1.044 -0.26
H 3.130 -5.365 -2.317 0.11
H 3.766 1.090 -2.973 0.07
S -5.040 0.419 0.933 0.55
O 0.673 0.761 4.535 -0.26
H -0.117 0.263 6.284 0.12
H -3.764 -2.588 -1.754 0.10
C -5.638 6.750 -3.645 -0.06
C 6.944 0.979 1.309 -0.23
H 5.319 -1.109 -1.462 0.06
H 3.770 2.845 -5.473 0.10
H -6.817 0.128 -0.624 0.06
H -4.833 2.070 -3.766 0.07
H -2.097 -7.099 -1.093 0.06
O 4.934 3.018 -0.693 -0.29
C 5.862 -0.192 -1.609 -0.09
C -3.512 -1.351 -3.376 -0.07
H -0.798 -6.478 -0.210 0.08
O 4.021 -5.020 0.229 -0.32
S 7.392 -0.503 -0.736 0.58
H -5.303 1.064 -2.225 0.07
H -1.756 0.518 2.240 0.05
C 3.883 1.856 -4.951 -0.08
H -5.251 -1.552 3.486 0.14
Cl 3.032 -3.372 5.849 0.51
O 4.926 2.862 -3.142 -0.31
H -2.679 -0.765 -2.976 0.06
H 7.390 0.460 3.525 0.09
C -4.431 -1.981 -2.370 -0.23
H 4.392 0.272 1.409 0.02
H 2.256 -1.837 4.188 -0.01
O 3.877 4.723 -2.082 -0.27
H 5.446 0.635 -1.049 0.03